(1)
Below is C10H31O17P3SSr as an isolated structure in a non-equilibrium geometry, with properties calculated with wB97M-V/def2-TZVPD.

Last column: Löwdin charge in e.
Geometry (Å):
H -4.421 -0.396 -1.574  0.09
O 1.938 -0.761 0.876  -0.31
H -0.203 -1.709 3.925  0.07
H 3.094 -0.731 -1.681  0.07
O -1.050 1.398 -4.295  -0.17
O 1.094 2.512 -4.049  -0.17
P 0.397 1.154 -3.746  0.33
O -0.891 4.112 1.618  -0.40
H -3.964 1.432 1.737  0.07
C -3.637 -0.535 -0.831  -0.10
O -3.010 1.097 3.642  -0.16
H 2.732 3.656 -4.381  0.09
H -0.115 -1.262 5.580  0.09
O 0.465 2.256 0.773  -0.60
H 4.057 -0.886 4.399  0.09
O -3.662 -1.222 2.906  -0.20
P -2.435 -0.288 3.244  0.35
H -2.588 2.803 -4.003  0.10
H 2.623 -3.905 0.312  0.09
Sr -0.331 0.174 0.063  1.52
H 0.344 -1.644 -5.401  0.09
H 4.326 -4.152 -0.095  0.09
H -3.848 -1.403 -0.208  0.07
O -1.427 -0.276 2.162  -0.36
O 1.051 0.172 -4.789  -0.20
H 2.600 -1.467 3.616  0.08
C 3.561 -3.400 0.067  -0.08
O 3.902 -2.455 1.066  -0.19
H -4.106 -3.159 3.192  0.10
C 0.992 -1.256 -4.615  -0.07
O 0.032 4.324 -0.467  -0.40
H 1.981 -1.657 -4.825  0.09
H -1.229 -2.600 5.099  0.09
C -0.813 -1.631 4.830  -0.09
S -0.564 3.306 0.418  0.23
P 3.374 -0.968 1.114  0.36
O 0.457 0.690 -2.351  -0.31
H 4.466 0.296 -1.918  0.10
H 2.752 2.849 -2.810  0.09
H -2.384 -2.916 2.665  0.09
O 3.938 -0.430 2.451  -0.18
H -2.731 1.416 -3.018  0.07
H -1.516 2.620 -2.623  0.08
H 2.736 0.312 3.978  0.10
H 3.348 -2.876 -0.868  0.08
H 0.604 -1.470 -3.623  0.07
O -1.894 -0.724 4.655  -0.18
C -3.418 -2.599 2.561  -0.07
H -3.776 -2.752 1.544  0.07
C -1.984 2.081 -3.451  -0.08
H -4.357 2.545 2.995  0.10
O -2.348 -0.510 -1.465  -0.22
C 3.677 0.069 -1.204  -0.11
O -1.689 2.531 -0.214  -0.49
H 2.939 0.872 -1.160  0.08
C 2.497 2.733 -3.865  -0.06
C 3.257 -0.603 3.723  -0.03
C -3.540 1.947 2.605  -0.05
H -3.565 0.349 -0.197  0.07
H -2.366 -1.231 -2.101  0.09
H 3.045 1.864 -4.233  0.08
O 4.306 -0.256 0.029  -0.17
H -2.724 2.561 2.216  0.07

Cartesian forces (eV/Å) of the 3 atoms listed first:
H -0.091 -0.007 0.045
O -0.573 -0.582 -0.131
H -0.285 -0.093 -0.140

Output
electronic energy = -3132.05867 a.u.
spin multiplicity = 1
maximum force = 4.39 eV Å⁻¹
HOMO-LUMO gap = 5.513 eV
total charge = 0


(2)
Below is a 3-piece molecular cluster, C19H39Br2F3NO6P overall in a non-equilibrium geometry, with properties calculated with wB97M-V/def2-TZVPD.

Last column: Löwdin charge in e.
Geometry (Å):
H 2.231 -6.206 4.287  0.07
H -0.218 1.166 0.684  0.12
F 4.066 6.144 0.211  0.00
N 4.397 6.814 -2.205  0.02
C 4.771 7.016 -0.756  -0.28
H 0.939 2.083 -5.479  0.14
C -7.069 -3.145 1.982  -0.09
H -6.625 -2.870 2.942  0.06
C -0.732 -6.744 2.973  -0.08
C -0.365 2.983 -1.323  -0.19
O 2.500 0.050 -4.996  -0.12
C 0.889 1.906 -4.301  -0.10
F 4.337 8.425 -0.417  -0.02
O -1.257 -0.688 -0.005  -0.26
H -4.290 -0.452 1.166  0.11
H -0.058 -5.572 1.319  0.12
H 0.309 -1.959 -0.947  0.10
H -0.379 0.721 -2.070  0.09
C 2.643 4.812 -2.295  -0.20
O -5.393 -2.041 0.557  -0.16
O 0.363 -4.540 3.013  -0.18
C 1.971 0.728 -3.945  -0.57
C -1.031 1.485 -1.426  -0.18
C -0.183 3.758 -2.756  -0.16
H -0.223 4.923 -2.523  0.11
C 0.269 -5.793 2.340  -0.28
H -0.232 1.552 -4.100  0.13
H -2.174 1.186 0.531  0.14
Br 2.558 0.148 -2.123  0.69
P 5.550 4.168 -1.923  0.65
H 3.560 7.411 -2.477  0.15
O 6.084 3.141 -3.249  -0.40
C -4.679 -1.379 1.599  -0.27
H -0.404 -7.066 3.966  0.07
H 2.344 4.846 -1.165  0.12
H -3.857 -3.086 2.662  0.06
C 0.797 -4.577 4.370  -0.28
C 1.175 3.355 -3.592  -0.31
H 0.608 2.888 -0.680  0.11
H -5.258 -4.022 1.172  0.11
H -7.794 -2.366 1.722  0.08
H -2.128 1.597 -1.822  0.12
O 2.425 3.441 -2.820  -0.24
H 1.272 4.164 -4.465  0.16
C 4.194 5.367 -2.582  -0.46
H 2.529 -5.035 5.577  0.08
H -2.859 -2.516 1.324  0.07
H -1.134 3.640 -0.688  0.13
C -1.147 0.776 0.084  -0.21
H -1.098 3.555 -3.494  0.13
H 0.114 -2.143 0.937  0.10
H 1.947 5.554 -2.909  0.13
H -7.600 -4.092 2.117  0.08
H 6.729 3.691 -3.786  0.06
H -6.494 -3.646 -0.015  0.12
C -6.013 -3.278 0.898  -0.28
H 0.073 -5.119 4.987  0.11
H 0.793 -3.541 4.725  0.12
H 4.297 5.321 -3.771  0.15
C 2.196 -5.143 4.540  -0.08
Br 4.689 2.787 -0.302  0.26
C 0.057 -1.351 0.046  -0.14
H 0.952 -0.616 0.218  0.05
H 1.258 -6.255 2.257  0.11
C -3.513 -2.189 2.139  -0.08
H -5.362 -1.085 2.401  0.11
H 2.905 -4.627 3.884  0.08
H -2.928 -1.592 2.846  0.08
H -1.705 -6.258 3.093  0.08
F 6.264 7.029 -0.521  -0.01
H -0.854 -7.638 2.355  0.08

Cartesian forces (eV/Å) of the 3 atoms listed first:
H 0.022 0.044 0.087
H -1.778 -1.063 -0.755
F 2.756 2.508 -2.853

Output
SMILES = COCCCC[C@H](CC(=O)Br)OC[C@@H](NC(F)(F)F)P(O)Br.CCOCC.CCOCC
electronic energy = -7042.22219 a.u.
spin multiplicity = 1
maximum force = 9.15 eV Å⁻¹
HOMO-LUMO gap = 8.757 eV
total charge = 0


(3)
Below is an isolated ion of composition CH4N and charge +1 in a non-equilibrium geometry, with properties calculated with wB97M-V/def2-TZVPD.

Last column: natural (NBO) charge in e.
Geometry (Å):
H 0.908 1.247 -0.760  0.43
N 0.462 0.326 -0.736  -0.13
C -0.236 -0.376 0.292  -0.26
H -0.815 0.591 -0.028  0.39
H 0.229 -0.424 1.285  0.29
H -0.549 -1.365 -0.053  0.29

Cartesian forces (eV/Å) of the 3 atoms listed first:
H 0.484 0.226 1.356
N -3.292 -2.165 0.774
C 5.254 -0.422 -1.809

Output
ΔE to the lowest compared entry with this formula, charge and spin = 4.769 eV
electronic energy = -94.78667 a.u.
spin multiplicity = 1
maximum force = 5.57 eV Å⁻¹
HOMO-LUMO gap = 9.202 eV
total charge = +1


(4)
Below is a 2-piece molecular cluster, C4H10P2 overall in a non-equilibrium geometry, with properties calculated with wB97M-V/def2-TZVPD.

Last column: natural (NBO) charge in e.
Geometry (Å):
H 2.538 -0.854 0.096  0.22
C -2.843 0.500 -1.278  -0.87
H 1.837 1.851 0.972  0.22
H -1.952 0.574 -1.866  0.22
H 1.373 -1.520 -1.099  0.23
H 2.395 -0.171 -1.605  0.23
H 0.289 1.675 1.861  0.23
H -3.745 0.511 -1.855  0.22
H 1.578 0.531 2.024  0.21
H -0.457 -1.891 0.008  0.18
P -3.028 -0.071 0.256  0.52
P 0.418 0.441 -0.193  0.79
C 1.855 -0.556 -0.747  -0.95
C -0.503 -1.000 0.498  -0.78
H -0.875 -1.185 1.538  0.22
C 1.119 1.167 1.391  -0.88

Cartesian forces (eV/Å) of the 3 atoms listed first:
H -0.504 0.423 -0.849
C -0.456 -1.043 0.344
H 0.314 0.720 0.298

Output
ΔE to the lowest compared entry with this formula, charge and spin = 2.122 eV
electronic energy = -840.95655 a.u.
spin multiplicity = 1
maximum force = 5.02 eV Å⁻¹
HOMO-LUMO gap (alpha / beta) = 7.377 / 7.365 eV
total charge = 0


(5)
Below is a 2-piece molecular cluster, Cl2H2OSi overall in a non-equilibrium geometry, with properties calculated with wB97M-V/def2-TZVPD.

Last column: natural (NBO) charge in e.
Geometry (Å):
Cl 1.984 2.150 -1.459  -0.30
Si -0.598 -0.864 0.693  1.75
H 1.331 1.100 -1.270  0.29
H -0.965 -1.742 1.695  -0.22
Cl -2.385 -0.289 0.321  -0.35
O 0.634 -0.354 0.021  -1.17

Cartesian forces (eV/Å) of the 3 atoms listed first:
Cl 0.656 1.134 -0.317
Si 0.913 0.256 -0.275
H -0.621 -1.140 0.414

Output
ΔE to the lowest compared entry with this formula, charge and spin = 2.889 eV
SMILES = O=[SiH]Cl.Cl
electronic energy = -1286.35098 a.u.
spin multiplicity = 1
maximum force = 3.11 eV Å⁻¹
HOMO-LUMO gap = 10.668 eV
total charge = 0


(6)
Below is C42H46MnN3P2 as an isolated structure in a non-equilibrium geometry, with properties calculated with wB97M-V/def2-TZVPD.

Last column: Mulliken spin population.
Geometry (Å):
H 2.382 0.834 2.070  0.00
C 3.085 -1.894 -1.440  0.01
H -1.701 -5.821 -3.225  0.00
P 1.520 -1.999 -0.456  -0.05
H -5.945 0.390 -4.266  0.00
H 6.245 -1.188 -3.603  0.00
C 3.606 1.012 0.440  0.00
C -1.892 0.154 -1.900  -0.13
N 2.649 0.287 1.260  -0.02
H 4.002 -0.477 -4.400  0.00
H -1.387 -1.484 -3.260  0.00
H -5.558 3.961 1.773  0.00
C -3.066 1.750 1.161  0.08
H 4.054 0.311 -0.269  0.00
H -3.541 0.763 -4.007  0.00
C -5.448 0.068 -3.358  0.00
C -2.039 2.326 1.907  -0.02
C -1.270 -0.454 -0.649  0.71
H -3.758 4.987 3.130  0.00
C -6.176 -0.547 -2.347  0.00
H 2.960 2.942 5.223  0.00
C -4.086 0.274 -3.208  0.00
N 0.487 -1.325 2.064  -0.02
H 2.014 -0.919 -3.026  0.01
H -0.835 0.771 4.315  0.00
H 0.409 -5.079 -4.284  0.00
C -5.515 -0.949 -1.197  0.01
C -1.177 -0.417 -3.149  0.06
C 2.991 -1.237 -2.672  0.00
P -0.445 1.383 1.933  -0.09
C -4.148 -0.740 -1.057  0.01
H 4.471 -2.829 -0.084  0.00
H 1.879 5.752 2.177  0.00
C -0.838 0.251 3.353  0.00
H -0.870 -3.304 0.140  0.00
H 2.165 -3.359 4.046  0.00
C -4.325 2.330 1.113  0.01
C 2.884 2.102 -0.333  -0.01
H -1.454 0.092 -4.079  0.00
H -5.098 1.868 0.511  0.00
C 0.740 -1.642 4.286  0.00
H 3.244 5.160 4.161  0.00
H 4.427 1.460 1.016  0.00
H -2.293 2.169 -1.147  -0.01
C 5.478 -2.051 -1.794  0.00
H -2.326 -4.939 -0.994  0.00
C 1.969 -3.013 1.047  -0.01
C 0.601 -3.271 -1.420  0.01
Mn 0.414 -0.137 0.365  0.55
N 1.747 1.515 -1.033  0.02
C 1.432 2.309 3.857  0.00
C -2.309 3.491 2.622  0.00
C 5.365 -1.389 -3.006  0.00
C 0.660 2.626 2.740  0.00
C 0.952 -3.786 -2.661  0.00
H -1.868 -0.072 3.162  -0.01
H -2.831 0.849 0.598  -0.09
H 1.872 -3.479 -3.141  0.00
H 1.173 2.217 -1.480  0.00
H -0.675 1.918 -1.772  0.01
C -3.399 -0.122 -2.056  0.05
C 0.125 -4.697 -3.311  0.00
C 1.539 -2.598 3.604  0.00
C -3.567 4.078 2.572  0.00
C 4.347 -2.307 -1.023  -0.01
C -1.722 1.685 -1.937  0.00
H 0.267 4.134 1.262  0.00
H 1.325 1.337 4.327  0.00
H -6.064 -1.431 -0.396  0.00
H 2.509 2.854 0.365  0.00
C 2.525 4.454 3.765  0.00
H -1.540 3.951 3.230  0.00
C -1.403 -4.624 -1.465  0.02
H -1.688 -1.467 -0.538  -0.10
C -1.054 -5.116 -2.718  0.00
H -7.241 -0.712 -2.458  0.00
H 3.014 -0.586 1.625  0.00
C 0.849 3.875 2.141  -0.01
H 0.627 -1.526 5.354  0.00
C -4.578 3.501 1.815  0.00
C 1.759 4.786 2.651  0.00
H -3.638 -1.058 -0.158  0.01
C -0.588 -3.707 -0.826  -0.02
H 2.070 0.887 -1.761  0.00
H 1.619 -4.037 0.882  0.00
H -0.102 -0.303 -2.998  -0.01
C 0.116 -0.895 3.298  0.01
C 2.363 3.214 4.361  0.00
C 4.110 -0.988 -3.451  0.00
H 6.450 -2.374 -1.439  0.00
C 1.338 -2.369 2.250  0.00
H 3.601 2.600 -1.001  0.00
H 3.052 -3.080 1.171  0.00
H -2.029 2.118 -2.895  0.00

Cartesian forces (eV/Å) of the 3 atoms listed first:
H 0.030 0.023 0.056
C -0.118 -0.031 0.043
H -0.010 -0.011 -0.010

Output
electronic energy = -3625.95412 a.u.
spin multiplicity = 2
maximum force = 1.48 eV Å⁻¹
HOMO-LUMO gap (alpha / beta) = 4.151 / 4.831 eV
total charge = -1